# 1
2 unconnected molecules or ions with the total composition CH5BrN3 in a non-equilibrium geometry, computed with wB97M-V/def2-TZVPD.

The relative energy (zero: lowest compared OMol25 entry of this formula, charge and spin) comes out at 48.1 kcal per mole. Its spin multiplicity is 1. The calculation puts the HOMO-LUMO gap at 10.22 eV. The total charge is +1. The LUMO energy comes out at -4.1570 eV.

Each line ends with the Löwdin charge.
Cartesian coordinates (Å):
C (0.934, 0.587, 1.260)  -0.18
N (1.080, 0.404, 2.415)  0.30
N (0.592, 0.829, 0.051)  0.18
N (-1.242, -0.481, -1.513)  -0.46
Br (-0.628, -2.094, -0.670)  0.65
H (1.612, -0.039, 3.241)  0.20
H (-2.191, -0.040, -1.272)  0.10
H (-0.178, 0.232, -0.546)  0.04
H (1.191, 1.374, -0.407)  0.08
H (-1.170, -0.773, -2.561)  0.08

---

# 2
8 unconnected molecules or ions with the total composition C12H19Cl21N2O4S in a non-equilibrium geometry, computed with wB97M-V/def2-TZVPD.

Its spin multiplicity is 1. The calculation puts the HOMO-LUMO gap at 9.77 eV. The LUMO energy comes out at 0.0967 eV.

Each line ends with the Löwdin charge.
Cartesian coordinates (Å):
N (1.459, -5.378, 0.403)  0.04
C (2.284, -4.296, 0.139)  -0.14
C (2.284, -3.697, -1.395)  -0.23
O (0.907, -3.252, -1.723)  -0.41
S (0.771, -1.533, -1.495)  1.05
O (1.527, -1.180, -0.189)  -0.45
O (-0.903, -1.230, -1.397)  -0.36
C (-1.452, -1.520, -0.064)  -0.26
C (-1.672, -3.123, 0.255)  -0.28
O (-2.365, -3.174, 1.583)  -0.20
C (-2.688, -3.883, -0.800)  -0.21
N (-3.785, -2.964, -1.339)  -0.04
H (0.931, -5.664, -0.467)  0.05
H (2.957, -3.775, 0.946)  0.13
H (3.084, -2.830, -1.566)  0.13
H (2.591, -4.609, -2.097)  0.14
H (-2.541, -1.030, -0.044)  0.13
H (-0.871, -1.040, 0.831)  0.02
H (-0.681, -3.735, 0.374)  0.13
H (-1.966, -3.926, 2.145)  0.12
H (-3.220, -4.742, -0.170)  0.13
H (-2.088, -4.432, -1.664)  0.12
H (-4.640, -3.594, -1.378)  0.08
H (-3.524, -2.803, -2.355)  0.08
C (-0.562, 2.333, 0.896)  -1.49
Cl (-2.009, 1.371, 1.247)  0.57
Cl (-0.957, 3.675, -0.191)  0.55
Cl (0.162, 2.938, 2.395)  0.54
H (0.167, 1.689, 0.397)  0.02
C (-0.362, -0.402, 4.499)  -1.52
Cl (-0.930, -0.958, 6.082)  0.50
Cl (1.385, -0.654, 4.341)  0.52
Cl (-1.230, -1.236, 3.199)  0.61
H (-0.564, 0.669, 4.417)  -0.04
C (0.815, 5.341, -3.144)  -1.52
Cl (-0.254, 6.723, -3.438)  0.52
Cl (0.919, 4.317, -4.586)  0.48
Cl (2.426, 5.894, -2.656)  0.51
H (0.394, 4.747, -2.329)  -0.05
C (4.778, 3.069, -5.937)  -1.52
Cl (3.955, 2.835, -7.488)  0.50
Cl (6.348, 3.855, -6.178)  0.52
Cl (3.769, 4.021, -4.834)  0.47
H (4.950, 2.089, -5.486)  0.01
C (5.090, -0.752, -9.128)  -1.54
Cl (3.339, -0.643, -8.879)  0.51
Cl (5.957, -0.346, -7.637)  0.51
Cl (5.539, -2.372, -9.687)  0.52
H (5.374, -0.030, -9.898)  0.02
C (-1.339, 2.218, 8.259)  -1.55
Cl (-0.857, 3.791, 8.918)  0.52
Cl (-1.635, 2.339, 6.516)  0.49
Cl (-0.101, 0.996, 8.596)  0.51
H (-2.268, 1.911, 8.746)  0.00
C (-5.784, 3.703, 6.880)  -1.52
Cl (-5.526, 3.037, 5.258)  0.52
Cl (-6.945, 2.713, 7.780)  0.52
Cl (-4.249, 3.814, 7.758)  0.52
H (-6.196, 4.710, 6.777)  0.02

---

# 3
12 unconnected molecules or ions with the total composition C23H62ClN12O25PSi in a non-equilibrium geometry, computed with wB97M-V/def2-TZVPD.

Its spin multiplicity is 1. The calculation puts the HOMO-LUMO gap at 8.57 eV. The LUMO energy comes out at -0.0706 eV.

Each line ends with the Löwdin charge.
Cartesian coordinates (Å):
C (-2.307, -2.951, 0.672)  -0.09
C (-2.538, -2.726, -0.861)  -0.20
C (-2.105, -3.910, -1.792)  -0.31
C (-1.699, -3.314, -3.195)  -0.06
C (-1.051, -4.864, -1.177)  -0.20
O (0.081, -4.170, -0.668)  -0.16
C (0.884, -5.065, 0.117)  -0.32
C (0.332, -5.246, 1.572)  -0.08
C (0.260, -3.858, 2.314)  -0.28
O (1.011, -3.821, 3.533)  -0.23
Si (1.300, -2.202, 4.018)  0.49
C (3.183, -1.921, 3.831)  -0.16
C (0.358, -0.903, 3.003)  -0.14
C (0.861, -1.873, 5.855)  -0.15
C (2.395, -4.672, 0.072)  -0.47
N (3.075, -4.772, 1.403)  0.01
P (2.698, -3.014, -0.768)  0.66
O (1.636, -1.842, -0.174)  -0.37
Cl (4.634, -2.349, -0.188)  0.17
H (-2.971, -2.246, 1.210)  0.07
H (-2.471, -3.996, 0.989)  0.08
H (-1.276, -2.597, 0.891)  0.05
H (-3.640, -2.592, -1.002)  0.11
H (-2.092, -1.750, -1.150)  0.06
H (-3.018, -4.522, -1.975)  0.13
H (-0.838, -3.866, -3.625)  0.07
H (-1.439, -2.242, -3.112)  0.06
H (-2.550, -3.467, -3.891)  0.07
H (-1.554, -5.538, -0.455)  0.12
H (-0.690, -5.526, -2.008)  0.13
H (0.802, -6.061, -0.383)  0.15
H (0.938, -5.925, 2.199)  0.11
H (-0.697, -5.664, 1.559)  0.11
H (-0.783, -3.580, 2.560)  0.09
H (0.742, -3.140, 1.613)  0.07
H (3.442, -0.847, 3.964)  0.02
H (3.543, -2.273, 2.836)  0.00
H (3.775, -2.481, 4.586)  0.03
H (0.523, -1.060, 1.911)  0.01
H (-0.736, -1.049, 3.161)  0.02
H (0.682, 0.130, 3.234)  0.03
H (1.222, -0.842, 6.061)  0.03
H (-0.251, -1.870, 5.926)  0.00
H (1.307, -2.623, 6.537)  0.03
H (2.918, -5.417, -0.575)  0.07
H (4.078, -4.646, 1.264)  0.04
H (3.002, -5.763, 1.643)  0.08
H (0.934, -1.731, -0.821)  0.02
C (1.349, 3.495, 3.911)  0.04
N (1.646, 2.274, 4.703)  -0.45
O (0.987, 2.067, 5.697)  0.07
O (2.530, 1.561, 4.282)  0.05
H (0.543, 4.034, 4.390)  0.07
H (2.253, 4.097, 3.883)  0.11
H (1.059, 3.173, 2.914)  0.10
C (4.873, -5.069, -3.768)  0.05
N (3.586, -5.672, -3.343)  -0.44
O (2.620, -5.495, -4.052)  0.06
O (3.587, -6.304, -2.308)  0.03
H (4.717, -4.540, -4.700)  0.07
H (5.191, -4.385, -2.984)  0.09
H (5.586, -5.879, -3.897)  0.11
C (-3.332, -2.125, 6.000)  0.05
N (-3.168, -1.719, 4.581)  -0.44
O (-3.500, -2.511, 3.727)  0.06
O (-2.711, -0.617, 4.376)  0.05
H (-3.747, -3.127, 6.028)  0.10
H (-2.348, -2.100, 6.463)  0.08
H (-4.005, -1.412, 6.468)  0.10
C (1.677, 0.862, -2.311)  0.04
N (1.280, 2.160, -2.914)  -0.43
O (2.131, 2.794, -3.495)  0.08
O (0.125, 2.499, -2.778)  0.04
H (2.730, 0.692, -2.505)  0.10
H (1.487, 0.929, -1.242)  0.07
H (1.068, 0.087, -2.771)  0.10
C (-2.484, 1.869, 0.047)  0.08
N (-1.352, 1.093, -0.520)  -0.41
O (-1.597, 0.297, -1.406)  0.02
O (-0.257, 1.305, -0.060)  0.06
H (-3.397, 1.574, -0.460)  0.10
H (-2.537, 1.638, 1.109)  0.11
H (-2.272, 2.923, -0.116)  0.09
C (-3.884, -0.134, -4.167)  0.04
N (-4.993, 0.835, -4.355)  -0.46
O (-6.071, 0.397, -4.685)  0.07
O (-4.737, 2.003, -4.162)  0.06
H (-4.255, -1.133, -4.371)  0.09
H (-3.092, 0.134, -4.862)  0.10
H (-3.546, -0.050, -3.136)  0.08
C (3.335, -5.909, -7.787)  0.05
N (4.694, -5.814, -7.198)  -0.45
O (5.098, -4.713, -6.891)  0.05
O (5.308, -6.847, -7.063)  0.07
H (2.911, -4.912, -7.845)  0.10
H (3.438, -6.346, -8.777)  0.10
H (2.741, -6.546, -7.136)  0.10
C (-2.230, 6.852, 4.171)  0.04
N (-0.946, 6.252, 3.736)  -0.44
O (-0.994, 5.306, 2.979)  0.05
O (0.069, 6.752, 4.163)  0.07
H (-3.046, 6.302, 3.711)  0.10
H (-2.278, 6.779, 5.255)  0.10
H (-2.229, 7.889, 3.843)  0.06
C (-2.093, 8.279, 0.146)  0.03
N (-2.557, 8.933, 1.399)  -0.42
O (-1.769, 9.012, 2.323)  0.03
O (-3.695, 9.346, 1.421)  0.08
H (-1.076, 7.964, 0.279)  0.04
H (-2.742, 7.425, -0.035)  0.07
H (-2.174, 9.009, -0.653)  0.11
C (2.361, 9.046, -1.358)  0.05
N (1.072, 8.510, -0.854)  -0.43
O (0.105, 8.593, -1.588)  0.05
O (1.084, 8.026, 0.255)  0.08
H (2.204, 9.445, -2.355)  0.10
H (2.680, 9.828, -0.673)  0.10
H (3.072, 8.225, -1.375)  0.10
C (-1.538, 5.140, -2.882)  0.05
N (-1.931, 5.616, -1.530)  -0.43
O (-1.093, 5.585, -0.657)  0.07
O (-3.071, 6.006, -1.393)  0.05
H (-0.502, 4.824, -2.852)  0.07
H (-2.187, 4.306, -3.138)  0.10
H (-1.672, 5.969, -3.571)  0.11

---

# 4
2 unconnected molecules or ions with the total composition C3H5ClOS in a non-equilibrium geometry, computed with wB97M-V/def2-TZVPD.

The relative energy (zero: lowest compared OMol25 entry of this formula, charge and spin) comes out at 149.6 kcal per mole. Its spin multiplicity is 1. The calculation puts the HOMO-LUMO gap at 7.23 eV. The LUMO energy comes out at -1.7740 eV.

Each line ends with the Löwdin charge.
Cartesian coordinates (Å):
C (-0.041, 0.300, -0.598)  -0.61
C (1.093, 0.193, 0.596)  -0.67
C (-0.835, -0.976, -0.666)  -0.54
H (-1.186, 0.800, 1.448)  0.29
H (0.416, 0.677, -1.493)  0.13
H (0.521, -0.001, 1.610)  0.11
H (1.432, 1.198, 0.466)  0.06
H (-0.390, -1.852, -1.123)  0.05
O (-0.888, 1.477, -0.311)  -0.24
S (-2.283, -0.968, 0.157)  0.72
Cl (2.161, -0.849, -0.085)  0.70

---

# 5
2 unconnected molecules or ions with the total composition C3H2Cl4O in a non-equilibrium geometry, computed with wB97M-V/def2-TZVPD.

The relative energy (zero: lowest compared OMol25 entry of this formula, charge and spin) comes out at 0.0 kcal per mole. Its spin multiplicity is 1. The calculation puts the HOMO-LUMO gap at 10.02 eV. The LUMO energy comes out at 0.0423 eV.

Each line ends with the Löwdin charge.
Cartesian coordinates (Å):
C (0.068, -0.465, 0.878)  -0.14
C (-2.710, 0.015, 0.002)  -1.36
C (0.250, 0.549, 1.684)  -1.17
O (-2.391, 0.010, -1.129)  0.01
Cl (-2.830, 1.502, 0.914)  0.65
Cl (-3.402, -1.231, 0.882)  0.73
Cl (0.896, 2.130, 1.331)  0.62
Cl (-0.151, 0.179, 3.369)  0.58
H (-0.082, -0.380, -0.102)  0.02
H (-0.221, -1.372, 1.314)  0.05

---

Please write out number 1 again, unchanged.
2 unconnected molecules or ions with the total composition CH5BrN3 in a non-equilibrium geometry, computed with wB97M-V/def2-TZVPD.

The relative energy (zero: lowest compared OMol25 entry of this formula, charge and spin) comes out at 48.1 kcal per mole. Its spin multiplicity is 1. The calculation puts the HOMO-LUMO gap at 10.22 eV. The total charge is +1. The LUMO energy comes out at -4.1570 eV.

Each line ends with the Löwdin charge.
Cartesian coordinates (Å):
C (0.934, 0.587, 1.260)  -0.18
N (1.080, 0.404, 2.415)  0.30
N (0.592, 0.829, 0.051)  0.18
N (-1.242, -0.481, -1.513)  -0.46
Br (-0.628, -2.094, -0.670)  0.65
H (1.612, -0.039, 3.241)  0.20
H (-2.191, -0.040, -1.272)  0.10
H (-0.178, 0.232, -0.546)  0.04
H (1.191, 1.374, -0.407)  0.08
H (-1.170, -0.773, -2.561)  0.08

---

Q: Which formula does entry 4 have?
A: C3H5ClOS